Computed, not measured: 8 unconnected molecules or ions with the total composition C33H80BNO13S, with wB97M-V/def2-TZVPD.

Computed properties:
F_max (eV/A): 0.6
Orbital gap (eV): 9.557
SMILES: [H]/N=C(/C)C[C@@H]1OS(=O)(=O)O[C@@H]1B(O)O.CCOCC.CCOCC.CCOCC.CCOCC.CCOCC.CCOCC.CCOCC

CARTESIAN COORDINATES (ANGSTROEM)
C (6.62531, -4.04269, -3.24924)
H (-0.73912, -3.42580, -3.94524)
C (-0.44346, -6.65009, 5.19365)
H (-1.41882, -3.03329, -2.37486)
C (7.10974, -6.86136, -4.08993)
C (-1.93027, 10.20902, -1.01388)
H (-1.53338, 9.22231, -1.24705)
H (1.23919, -6.23020, 7.30255)
H (1.97648, -6.51282, 1.28716)
C (-5.28423, 11.10912, 0.08506)
H (5.71534, -4.10563, -5.19630)
H (-0.40729, 6.84109, 0.97967)
H (1.01062, 0.46327, -2.88426)
C (0.03122, -5.89514, -3.07456)
H (-0.82663, -6.54996, -3.26626)
H (-3.23806, 9.42324, 0.50393)
C (-4.04616, 11.99060, 0.11804)
H (3.48210, -3.67619, -1.69179)
H (-5.83056, 7.30876, 3.45403)
O (-2.38324, 1.68676, 0.10357)
H (2.40620, 5.70275, 0.83008)
C (1.26301, -0.50857, -2.45953)
H (3.42808, -2.79406, -3.22945)
C (1.04725, 4.35594, -1.47237)
H (0.16012, -5.11474, -5.10529)
H (2.75324, -1.67159, -0.45973)
H (-5.44332, 5.31888, 1.15246)
H (-2.43904, -5.28664, -4.19893)
H (3.05148, 4.09178, 0.49214)
C (1.39072, -5.69044, 0.87335)
C (0.78290, -5.61890, -4.36537)
H (-4.27554, 12.93283, 0.61726)
H (2.39924, -4.19831, 2.05031)
C (2.97993, 5.11356, 0.10298)
O (-0.63543, 7.12626, 0.08372)
H (6.83712, -4.68763, -2.39515)
H (6.35766, -8.43772, -2.84150)
H (0.68157, -6.41796, -2.37164)
H (-1.67756, 9.94768, 1.10190)
H (0.43391, 4.88799, -2.20981)
H (-3.73284, 12.23517, -0.90368)
O (-0.37199, -4.72858, -2.37710)
C (2.31664, 5.16528, -1.24551)
C (-1.19692, 4.65308, -0.22829)
O (6.70266, -5.82048, -4.96070)
H (-0.68116, -0.85769, -1.61833)
H (-6.22604, 5.58542, 3.54315)
C (-2.47387, 10.19962, 0.40170)
H (1.11701, -1.25171, -3.25363)
H (-4.98343, 3.44020, 2.22003)
H (0.64180, -8.17584, 8.70929)
H (3.97838, 5.54267, 0.02163)
H (-5.10108, 10.16543, -0.43132)
H (-1.61328, 4.53806, 0.77518)
H (-0.50395, -6.68359, 4.10441)
B (-1.30212, 6.18636, -0.64603)
H (0.24221, -9.13002, 7.27238)
H (7.79285, -6.48093, -3.32150)
H (-3.09238, -4.86968, -2.60938)
C (-3.92073, 3.55977, 2.43422)
H (-0.74838, -7.73613, 7.72423)
H (1.65928, -4.99704, -4.17414)
H (-1.66634, -4.89337, 5.35297)
H (-2.57659, -3.99640, 1.91184)
H (-6.08684, 11.62401, -0.44498)
O (0.71494, -3.37434, 1.37552)
C (2.99000, -2.86400, -2.23088)
C (0.19798, 4.01640, -0.24712)
H (-4.10868, 5.01132, 4.03732)
H (-3.19628, -3.71707, -3.94959)
H (-2.37014, 5.85447, -2.25522)
H (-3.61933, 2.73202, 3.07691)
C (0.27155, -8.12050, 7.68465)
O (0.84608, -7.15831, 5.48724)
H (1.83490, -5.38205, -0.07501)
C (-3.58523, 4.88547, 3.08425)
C (-0.68230, -5.23153, 5.68069)
C (5.92862, -4.78868, -4.37341)
H (-1.22356, -7.31859, 5.57639)
O (-3.79113, 5.99184, 2.21812)
H (-1.12945, 10.94355, -1.11436)
H (5.29610, -8.02960, -4.19914)
H (4.96494, -5.17846, -4.02352)
C (-6.12616, 6.43685, 2.86866)
C (-2.56774, -4.47546, -3.48115)
C (1.37890, -4.53130, 1.85580)
H (5.37420, -6.97978, -2.77764)
H (0.96015, -4.85390, 2.81694)
C (-0.65701, -3.54007, 1.05206)
O (2.63813, -0.42016, -2.11637)
H (-2.51531, 4.92622, 3.30955)
O (-0.12146, 2.60023, -0.24704)
H (1.11618, -6.56095, -4.80318)
H (0.45947, -0.08836, -0.49582)
H (0.60198, -1.80731, -0.86194)
H (-7.10788, 6.62833, 2.43350)
H (1.93698, -3.13176, -2.33481)
H (0.72487, 4.22208, 0.68437)
H (4.23501, -1.33776, -1.35026)
H (2.31295, 5.82086, -3.01942)
C (-5.12462, 6.17391, 1.76012)
H (-1.25096, -4.91502, 2.62386)
C (0.35790, -0.83319, -1.28932)
H (0.38762, -6.06678, 0.66855)
N (2.85914, 5.84466, -2.15521)
H (2.20038, -7.63624, 6.86625)
H (-0.96741, -2.56538, 0.67302)
H (-0.76941, -4.25184, 0.22626)
H (-5.62471, 10.88741, 1.09829)
C (-1.53340, -3.93893, 2.22508)
C (5.96220, -7.61609, -3.44044)
H (7.68618, -7.53549, -4.72411)
O (-1.95897, 6.57908, -1.76367)
H (-2.69782, 10.43872, -1.75532)
O (-1.93822, 3.79240, -1.13003)
H (-3.39358, 3.45514, 1.49253)
H (-0.64880, -5.15318, 6.76797)
C (1.18764, -7.23223, 6.86088)
H (1.34744, 3.40825, -1.93798)
C (-1.24422, -3.85451, -3.07122)
H (-5.06870, 7.03628, 1.09701)
H (-1.45014, -3.20768, 3.03114)
H (5.98083, -3.23490, -2.89881)
C (3.17373, -1.56354, -1.46610)
H (0.06923, -4.55595, 5.26765)
S (-1.53032, 2.26959, -0.87856)
H (7.56650, -3.61051, -3.59182)
O (-1.37389, 1.66144, -2.14758)
O (-2.96908, 11.44913, 0.85931)

Mulliken atomic charge list, values in e, 99 entries:
1 C -0.93
2 H 0.32
3 C -0.28
4 H 0.07
5 C -0.33
6 C -0.86
7 H 0.18
8 H 0.31
9 H 0.59
10 C -0.97
11 H 0.36
12 H 0.29
13 H 0.42
14 C -0.43
15 H 0.36
16 H -0.01
17 C -0.33
18 H 0.49
19 H 0.30
20 O -0.64
21 H 0.25
22 C -0.71
23 H 0.25
24 C -0.93
25 H 0.31
26 H 0.26
27 H 0.29
28 H 0.34
29 H 0.37
30 C -1.02
31 C -1.00
32 H 0.35
33 H 0.38
34 C -1.33
35 O -0.63
36 H 0.28
37 H 0.39
38 H 0.30
39 H 0.23
40 H 0.37
41 H 0.28
42 O -0.16
43 C 0.87
44 C -0.11
45 O -0.46
46 H 0.55
47 H 0.31
48 C 0.15
49 H 0.16
50 H 0.31
51 H 0.39
52 H 0.39
53 H 0.23
54 H -0.24
55 H 0.23
56 B 1.00
57 H 0.29
58 H 0.28
59 H 0.31
60 C -1.18
61 H 0.27
62 H 0.14
63 H 0.38
64 H 0.48
65 H 0.41
66 O -0.40
67 C -0.23
68 C 0.39
69 H 0.38
70 H 0.43
71 H 0.32
72 H 0.41
73 C -1.02
74 O -0.43
75 H 0.05
76 C -0.42
77 C -1.07
78 C -0.13
79 H 0.34
80 O -0.37
81 H 0.30
82 H 0.27
83 H 0.10
84 C -1.30
85 C -1.49
86 C 0.23
87 H 0.21
88 H -0.29
89 C 0.43
90 O -0.49
91 H 0.36
92 O -0.33
93 H 0.44
94 H 0.16
95 H 0.06
96 H 0.42
97 H -0.31
98 H 0.56
99 H 0.44